1.
F30KP5 as an isolated structure at a distorted geometry. Source: the Open Molecules 2025 dataset; level of theory: ωB97M-V/def2-TZVPD.

```
36
Properties=species:S:1:pos:R:3:forces:R:3:lowdin_charge:R:1
K -0.352 -0.334 0.128 0.2 -0.1 0.3 0.835
P -1.138 1.646 3.148 1.6 -4.3 -1.3 0.150
F 0.369 1.015 2.968 0.4 2.0 0.1 -0.194
F -0.683 3.138 3.437 0.1 0.6 0.1 -0.142
F -1.185 1.902 1.571 0.0 0.2 -0.4 -0.184
F -2.710 1.984 3.170 -0.2 0.4 1.1 -0.167
F -1.511 0.009 2.930 -1.4 0.8 -0.2 -0.243
F -1.002 1.306 4.714 -0.9 0.6 0.9 -0.181
P -0.299 -2.298 -2.959 -0.2 -0.5 1.6 0.212
F -0.631 -2.579 -1.390 0.5 1.0 0.5 -0.229
F 1.291 -2.632 -2.676 -0.6 0.8 -0.1 -0.185
F -0.517 -3.877 -3.136 -0.2 -1.2 -1.2 -0.194
F 0.050 -2.153 -4.538 -0.9 0.2 0.1 -0.183
F -1.984 -2.138 -3.086 1.5 0.6 -1.2 -0.226
F -0.098 -0.703 -2.738 -0.2 -1.3 -0.1 -0.170
P 0.926 -3.143 2.295 0.2 2.1 0.3 0.295
F 1.249 -1.518 2.590 0.9 -1.8 -0.1 -0.212
F 1.153 -2.838 0.725 1.1 -1.4 0.3 -0.180
F 2.534 -3.607 2.519 -2.0 0.2 -0.2 -0.222
F 0.426 -4.779 2.089 1.1 1.9 0.1 -0.251
F 0.610 -3.261 3.905 0.4 -0.8 -0.6 -0.207
F -0.561 -2.650 2.016 -1.7 -0.8 0.5 -0.188
P -2.398 2.734 -2.395 1.8 -0.8 2.5 0.239
F -3.080 4.195 -2.825 0.1 -1.3 -0.2 -0.228
F -3.305 1.756 -3.297 -0.9 1.3 -0.8 -0.175
F -1.303 2.889 -3.576 -0.6 0.5 -0.5 -0.180
F -1.637 1.353 -1.952 -0.4 0.3 0.6 -0.211
F -1.349 3.497 -1.366 -1.2 0.3 -0.7 -0.196
F -3.541 2.624 -1.173 1.0 0.1 -1.1 -0.216
P 2.945 1.251 -0.182 -0.6 -2.2 1.4 0.321
F 1.348 1.625 0.094 1.9 0.2 -0.5 -0.239
F 2.646 0.819 -1.755 -0.1 1.6 1.1 -0.190
F 3.302 2.861 -0.406 -0.5 -1.5 -0.5 -0.208
F 4.499 0.836 -0.495 0.0 0.4 0.2 -0.215
F 3.370 1.402 1.427 -0.5 0.7 -1.3 -0.213
F 2.567 -0.331 0.217 0.3 1.1 -0.6 -0.225
```
Forces are in eV/Å.

Results
electronic energy = -5303.80825 hartree
net charge = -4
LUMO level = 8.74 eV
relative energy (zero: lowest compared OMol25 entry of this formula, charge and spin) = 205.06 kJ/mol
gap between HOMO and LUMO = 9.924 eV

2.
A single C4H7NO molecule. Source: the Open Molecules 2025 dataset; level of theory: ωB97M-V/def2-TZVPD.

```
13
Properties=species:S:1:pos:R:3:forces:R:3:lowdin_charge:R:1
C 1.581 0.406 0.262 0.3 0.0 -0.2 -0.019
C 0.887 -0.555 -0.673 0.2 0.2 0.2 -0.477
C -1.501 -0.035 -0.711 0.0 -0.1 -0.3 -0.115
N -1.866 0.834 0.185 0.0 0.2 0.3 0.041
C -0.478 -1.015 -0.191 -0.4 -0.1 -0.1 -0.184
O 1.365 -0.907 -1.717 0.0 -0.1 0.0 0.095
H -2.546 1.538 -0.061 0.1 0.0 0.0 0.093
H -1.521 0.874 1.152 -0.1 -0.1 -0.1 0.110
H 1.721 -0.060 1.237 0.0 0.0 0.1 0.084
H 2.549 0.687 -0.146 0.0 0.0 0.0 0.084
H 0.972 1.301 0.393 -0.1 0.0 0.1 0.076
H -0.688 -1.989 -0.634 0.1 0.1 0.1 0.111
H -0.475 -1.080 0.906 0.0 -0.1 0.1 0.103
```
Forces are in eV/Å.

Results
electronic energy = -286.53454 hartree
net charge = 0
LUMO level = 0.78 eV
relative energy (zero: lowest compared OMol25 entry of this formula, charge and spin) = 254.96 kJ/mol
gap between HOMO and LUMO = 9.193 eV

3.
An isolated ion of composition C2H2N3S2 and charge -1 at a distorted geometry. Source: the Open Molecules 2025 dataset; level of theory: ωB97M-V/def2-TZVPD.

```
9
Properties=species:S:1:pos:R:3:forces:R:3:lowdin_charge:R:1
C -0.320 1.549 0.383 0.6 2.1 1.2 -0.004
C -0.990 -0.821 0.172 -1.2 3.1 0.2 -0.927
N -0.886 0.525 0.184 -1.9 -4.2 -0.7 -0.056
N 0.262 -1.353 0.313 -1.0 -1.7 -0.1 -0.148
N 1.283 -0.579 0.281 1.6 -0.4 -0.4 -0.582
S 2.795 -1.175 -0.023 -0.3 -0.3 0.4 0.266
S -2.450 -1.714 -0.020 0.6 0.0 0.2 0.300
H -0.010 2.209 -0.411 0.3 0.4 -0.6 0.016
H 0.152 -2.407 0.355 1.2 1.1 -0.3 0.135
```
Forces are in eV/Å.

Results
electronic energy = -1037.96228 hartree
net charge = -1
LUMO level (spin up / spin down) = 3.44 / 3.20 eV
relative energy (zero: lowest compared OMol25 entry of this formula, charge and spin) = 344.37 kJ/mol
gap between HOMO and LUMO (spin up / spin down) = 6.622 / 5.812 eV

4.
A 3-piece molecular cluster, C28H48F17O12P3S overall at a distorted geometry. Source: the Open Molecules 2025 dataset; level of theory: ωB97M-V/def2-TZVPD.

```
109
Properties=species:S:1:pos:R:3:forces:R:3:lowdin_charge:R:1
C -6.047 -1.383 -6.683 0.3 0.4 0.0 -0.107
C -5.132 -0.177 -6.436 -0.2 -0.4 0.0 -0.261
C -3.715 -0.429 -6.947 -0.3 -0.1 0.0 -0.223
C -2.901 -1.405 -6.102 0.4 0.3 0.0 -0.206
C -2.673 -0.990 -4.648 0.3 0.2 -0.3 -0.196
C -1.841 0.290 -4.496 -0.2 0.0 0.0 -0.214
C -0.355 0.110 -4.779 -0.2 -0.2 -0.2 -0.214
C 0.374 -0.927 -3.911 0.1 0.5 0.0 -0.184
C 0.030 -0.984 -2.409 0.2 -0.2 0.0 -0.141
C 1.189 -0.709 -1.427 -0.1 -0.3 -0.1 -0.314
O 1.225 -1.830 -0.531 0.3 0.4 0.3 -0.042
C 2.424 -2.488 -0.399 0.1 0.0 0.0 -0.346
F 3.313 -1.749 0.387 -0.1 -0.2 -0.2 0.001
C 2.161 -3.829 0.246 -0.2 0.2 0.4 -0.134
O 1.319 -3.632 1.355 0.0 -0.1 -0.2 -0.141
C 0.820 -4.847 1.892 0.1 0.3 0.1 -0.175
C -0.188 -4.489 2.948 0.4 0.5 0.2 -0.195
O 0.527 -3.939 4.036 0.0 -0.2 0.1 -0.146
C -0.270 -3.711 5.184 -0.1 0.0 -0.1 -0.257
C -1.149 -2.467 5.082 0.1 0.0 0.0 -0.065
C 1.048 0.602 -0.656 -0.1 0.3 -0.4 -0.575
S 0.888 1.955 -1.912 0.2 0.0 -0.1 0.866
O 2.241 0.919 0.014 0.2 -0.2 0.4 -0.211
C 2.248 1.223 1.400 -0.5 -0.4 -0.1 -0.523
P 1.738 -0.127 2.650 -0.9 0.2 0.7 0.940
P 3.584 -0.312 3.778 0.0 -0.7 -0.5 0.226
O 3.541 -1.392 4.753 -0.1 -0.4 0.3 -0.301
O 3.779 1.141 4.404 0.1 0.4 0.1 -0.172
O 4.822 -0.450 2.762 0.1 0.5 0.0 -0.160
P 1.454 2.841 1.871 0.9 0.0 0.9 0.409
O 2.498 3.834 2.146 0.3 0.4 -0.3 -0.266
O 0.391 3.323 0.803 -0.3 0.2 -0.2 -0.154
O 0.550 2.532 3.147 -0.5 0.1 -0.5 -0.163
H -5.747 -2.205 -6.039 -0.2 -0.2 0.0 0.066
H -7.086 -1.123 -6.505 -0.1 -0.1 0.1 0.067
H -5.954 -1.706 -7.718 0.0 -0.1 -0.1 0.070
H -5.567 0.700 -6.910 0.1 0.1 -0.1 0.102
H -5.116 0.014 -5.364 0.0 0.2 0.1 0.091
H -3.183 0.513 -7.065 0.1 0.1 0.1 0.099
H -3.799 -0.856 -7.947 0.1 0.1 -0.2 0.107
H -3.325 -2.406 -6.145 -0.2 -0.1 0.0 0.107
H -1.919 -1.478 -6.572 0.1 -0.2 -0.1 0.102
H -2.117 -1.793 -4.165 -0.2 -0.2 0.3 0.101
H -3.617 -0.852 -4.128 -0.1 -0.2 0.1 0.101
H -2.213 1.062 -5.169 -0.1 0.1 -0.1 0.105
H -2.011 0.685 -3.495 0.1 0.1 0.1 0.087
H -0.271 -0.235 -5.812 0.1 0.0 -0.1 0.103
H 0.141 1.075 -4.768 0.1 0.2 0.3 0.087
H 0.216 -1.900 -4.368 -0.1 -0.2 0.1 0.105
H 1.442 -0.736 -4.006 0.1 0.0 -0.1 0.106
H -0.828 -0.369 -2.153 -0.1 0.1 -0.1 0.091
H -0.265 -2.006 -2.190 -0.1 -0.1 0.1 0.119
H 2.144 -0.651 -1.950 0.1 0.0 -0.1 0.145
H 2.934 -2.617 -1.360 0.0 0.0 -0.1 0.166
H 3.106 -4.270 0.572 0.1 -0.1 -0.2 0.143
H 1.674 -4.467 -0.499 0.0 -0.1 -0.1 0.136
H 0.343 -5.423 1.094 0.0 -0.2 0.0 0.129
H 1.636 -5.412 2.351 0.1 -0.2 -0.1 0.137
H -0.756 -5.365 3.275 -0.1 -0.1 -0.1 0.132
H -0.842 -3.732 2.518 -0.4 -0.1 0.0 0.110
H 0.414 -3.617 6.022 0.2 0.0 -0.1 0.116
H -0.886 -4.597 5.371 -0.1 -0.1 0.1 0.112
H -0.758 -1.787 4.329 0.1 0.0 -0.1 0.061
H -2.176 -2.707 4.819 -0.1 0.0 0.0 0.057
H -1.128 -1.930 6.026 -0.2 0.1 0.1 0.072
H 0.179 0.585 0.000 -0.1 0.0 0.1 0.132
H -0.442 2.029 -2.001 -0.2 -0.1 0.1 -0.121
H 3.289 1.431 1.617 0.2 0.2 -0.1 0.060
H 1.755 -1.360 1.980 0.5 0.2 -0.2 -0.069
H 4.340 1.066 5.193 -0.2 0.2 0.0 0.096
H 5.175 0.427 2.545 0.1 -0.3 0.0 0.066
H 0.686 4.171 0.434 -0.1 -0.3 -0.2 0.099
H -0.186 3.166 3.134 0.1 -0.2 0.3 0.094
F -6.869 -2.842 3.100 0.2 0.1 -0.1 0.100
C -7.876 -1.951 3.058 -0.2 0.0 0.1 -0.309
F -8.933 -2.540 2.453 0.0 0.0 0.0 0.098
C -7.502 -0.696 2.262 0.4 -0.1 -0.4 -0.442
F -7.328 -1.005 0.959 0.0 -0.1 0.1 0.136
F -8.602 0.106 2.348 0.0 0.1 0.1 0.101
C -6.325 0.163 2.758 0.2 0.5 0.3 -0.038
O -5.050 0.019 2.146 -0.2 -0.7 -0.3 0.047
C -4.116 -0.902 2.556 -0.2 0.4 0.2 -0.539
F -4.462 -1.505 3.710 -0.1 0.0 -0.2 0.149
F -2.970 -0.222 2.787 0.1 0.0 0.1 0.137
C -3.776 -1.918 1.456 0.1 0.0 -0.2 -0.281
F -4.869 -2.572 1.028 -0.2 0.0 0.2 0.108
F -2.904 -2.822 1.959 -0.1 0.1 0.0 0.090
H -8.163 -1.682 4.079 0.0 0.0 0.0 0.173
H -6.613 1.178 2.490 0.0 0.0 0.0 0.148
H -6.250 0.144 3.845 0.0 -0.2 0.0 0.147
H -3.317 -1.405 0.607 0.0 0.0 0.1 0.174
F 7.489 6.436 2.114 0.0 0.0 -0.2 0.100
C 7.135 5.417 2.919 0.0 0.0 0.3 -0.305
F 8.197 5.115 3.704 0.0 0.0 0.0 0.094
C 6.750 4.167 2.122 0.2 0.0 -0.5 -0.434
F 7.833 3.676 1.479 0.0 0.1 0.0 0.133
F 6.392 3.246 3.067 -0.1 0.0 0.1 0.093
C 5.558 4.259 1.157 -0.6 -0.1 -0.1 -0.043
O 5.811 4.444 -0.230 0.7 0.2 0.1 0.053
C 5.969 5.678 -0.803 -0.4 -0.2 0.2 -0.541
F 5.660 6.684 0.038 0.1 -0.1 0.0 0.153
F 5.100 5.745 -1.842 -0.1 0.1 0.0 0.136
C 7.362 5.862 -1.423 0.1 0.0 -0.1 -0.288
F 8.332 5.683 -0.508 0.0 0.0 0.1 0.104
F 7.458 7.122 -1.908 0.0 -0.1 0.0 0.097
H 6.305 5.730 3.557 0.0 0.0 0.0 0.174
H 5.106 3.272 1.197 0.0 0.0 0.0 0.129
H 4.791 4.941 1.523 0.1 0.1 0.1 0.133
H 7.501 5.147 -2.236 0.0 0.0 0.0 0.174
```
Forces are in eV/Å.

Results
electronic energy = -5118.68579 hartree
net charge = 0
LUMO level = -0.01 eV
relative energy (zero: lowest compared OMol25 entry of this formula, charge and spin) = 33.20 kJ/mol
gap between HOMO and LUMO = 9.025 eV

5.
C28H29IrN3O6SSb as an isolated structure at a distorted geometry. Source: the Open Molecules 2025 dataset; level of theory: ωB97M-V/def2-TZVPD.

```
69
Properties=species:S:1:pos:R:3:forces:R:3:lowdin_charge:R:1
Ir 0.160 1.093 1.158 2.4 -3.9 -0.1 1.154
O 3.616 0.598 7.428 1.8 0.0 0.6 0.009
C 2.411 0.505 7.372 -1.0 0.4 -2.6 -0.726
O 1.485 0.283 8.124 -1.0 -0.3 1.6 -0.003
C 1.865 0.732 5.856 0.5 -0.2 1.8 -0.061
C 0.583 1.217 5.662 -0.1 0.0 -1.0 0.017
C 0.138 1.399 4.366 -0.8 0.4 0.9 -0.131
N 0.889 1.083 3.317 -1.3 0.8 -2.1 -0.029
C 2.118 0.617 3.517 1.7 -0.8 -0.6 -0.171
C 2.666 0.432 4.779 -0.7 0.4 -1.1 0.072
C 2.904 0.184 2.261 0.7 0.4 3.0 -0.643
O 4.071 -0.140 2.378 -0.3 0.0 -0.5 0.081
O 2.190 0.146 1.221 -2.0 0.7 -2.4 -0.213
H -0.053 1.434 6.504 0.0 0.0 0.1 0.121
H -0.852 1.789 4.170 0.0 0.0 -0.1 0.099
H 3.679 0.074 4.877 0.1 0.0 0.1 0.136
O -0.991 3.781 0.281 1.1 -2.0 -0.1 0.103
C -0.559 2.737 0.532 -1.3 0.8 1.7 -0.325
C -0.757 -4.128 1.751 0.1 0.7 -0.3 -0.301
Sb 0.382 -2.431 0.953 0.7 -0.8 0.6 1.352
C 2.125 -2.964 2.128 -0.4 0.2 -0.3 -0.284
C 1.096 -3.433 -0.844 -0.3 0.4 0.4 -0.288
H -0.092 -4.982 1.793 0.2 -0.1 0.0 -0.001
H -1.608 -4.359 1.122 -0.2 0.0 -0.1 -0.008
H -1.102 -3.887 2.750 -0.1 0.1 0.2 -0.002
H 2.316 -4.016 1.952 0.0 -0.2 0.0 0.007
H 1.918 -2.800 3.179 0.0 0.0 0.2 0.015
H 2.982 -2.376 1.833 0.2 0.1 0.0 -0.009
H 1.120 -4.498 -0.645 0.0 -0.2 0.1 0.004
H 2.094 -3.071 -1.061 0.2 0.1 0.0 -0.004
H 0.445 -3.226 -1.684 -0.1 0.0 -0.2 -0.005
C 1.957 1.332 -5.072 0.0 0.2 -0.5 0.003
N 1.913 0.643 -3.813 0.2 -0.3 0.5 -0.054
N 0.777 0.541 -3.044 0.3 -0.1 0.5 0.069
C 1.116 0.062 -1.788 1.1 0.6 -1.1 -0.414
O 0.256 -0.176 -0.913 -1.3 1.0 1.5 -0.212
C 2.524 -0.109 -1.816 -0.2 0.0 0.2 0.070
C 2.972 0.281 -3.048 -0.4 -0.2 -0.2 -0.237
C 4.354 0.337 -3.584 0.0 0.1 0.0 0.002
C -0.522 0.742 -3.539 -0.6 0.1 -0.3 -0.192
C -1.431 1.469 -2.778 0.2 -0.1 0.0 0.008
C -2.713 1.666 -3.253 0.0 0.1 0.0 -0.054
C -3.088 1.164 -4.489 0.0 0.0 0.0 -0.072
C -2.185 0.429 -5.240 0.0 0.0 0.0 -0.068
C -0.906 0.201 -4.764 0.1 0.0 0.2 -0.024
H 1.003 1.832 -5.239 0.2 0.0 0.0 0.096
H 2.139 0.628 -5.889 -0.1 0.1 0.0 0.103
H 2.753 2.078 -5.063 -0.1 0.0 0.0 0.100
H 3.102 -0.447 -0.983 0.2 0.0 0.2 0.114
H 5.033 -0.165 -2.902 0.0 0.0 0.0 0.095
H 4.676 1.373 -3.691 0.1 0.0 0.0 0.093
H 4.413 -0.135 -4.563 0.0 0.0 0.0 0.091
H -1.131 1.853 -1.815 0.0 0.0 0.0 0.083
H -3.415 2.227 -2.658 -0.1 0.1 0.1 0.110
H -4.081 1.347 -4.867 -0.1 0.0 0.0 0.107
H -2.481 0.017 -6.192 0.0 0.0 -0.1 0.109
H -0.210 -0.399 -5.333 0.0 0.0 0.0 0.117
S -1.852 -0.320 1.913 0.5 1.1 -0.4 0.618
C -3.337 0.306 1.212 0.2 0.6 0.2 -0.656
C -4.174 -0.497 0.442 0.3 -0.1 0.0 -0.105
C -5.374 0.008 -0.024 -0.3 0.0 0.0 -0.084
C -5.761 1.303 0.283 0.1 -0.1 -0.1 -0.081
C -4.929 2.101 1.055 0.0 0.2 0.0 -0.079
C -3.723 1.612 1.512 -0.2 0.0 -0.1 -0.133
H -3.891 -1.514 0.212 0.1 -0.1 0.0 0.103
H -6.018 -0.611 -0.632 0.0 -0.1 0.0 0.105
H -6.703 1.690 -0.078 0.0 0.0 0.0 0.104
H -5.230 3.109 1.298 0.0 0.1 0.0 0.107
H -3.074 2.229 2.115 0.1 0.1 0.1 0.092
```
Forces are in eV/Å.

Results
electronic energy = -2442.71543 hartree
net charge = 0
LUMO level (spin up / spin down) = -3.09 / -3.09 eV
relative energy (zero: lowest compared OMol25 entry of this formula, charge and spin) = 149.01 kJ/mol
gap between HOMO and LUMO (spin up / spin down) = 4.086 / 4.085 eV

6.
A single C20H24N4O molecule at a distorted geometry. Source: the Open Molecules 2025 dataset; level of theory: ωB97M-V/def2-TZVPD.

```
49
Properties=species:S:1:pos:R:3:forces:R:3:lowdin_charge:R:1
C -0.216 3.821 -5.231 0.0 -0.4 0.1 -0.117
C -0.357 3.666 -3.729 0.6 -0.6 -0.4 -0.260
C -1.538 2.748 -3.430 0.4 -0.7 0.7 -0.177
C -1.553 2.386 -1.960 -0.9 -0.2 0.7 -0.168
C -2.479 3.016 -1.111 0.6 0.1 0.0 -0.039
C -2.509 2.781 0.253 0.5 -0.4 0.0 -0.076
C -1.608 1.864 0.803 -0.5 -0.1 0.2 -0.023
C -0.708 1.142 -0.007 -0.8 1.2 -0.7 -0.112
C -0.711 1.409 -1.398 0.2 -0.3 -0.5 -0.098
C 0.244 0.543 -2.249 -0.3 0.7 1.6 -0.091
C 1.574 0.518 -1.508 1.1 0.6 -0.5 -0.140
N 1.517 0.077 -0.117 -0.2 -0.2 1.7 0.022
C 2.729 0.029 0.629 0.9 0.6 -1.9 -0.359
O 3.767 0.318 0.038 -0.9 -0.4 0.4 0.058
C 2.842 -0.257 2.118 -2.3 -0.7 0.5 -0.083
N 2.011 -1.347 2.700 1.3 0.2 0.9 -0.017
C 0.861 -1.802 1.943 0.7 -0.7 0.0 -0.317
N 0.270 -2.842 2.778 -0.5 0.1 0.2 -0.048
C -0.097 -2.722 4.113 0.4 -0.6 -1.0 -0.147
N -0.552 -3.859 4.574 -0.1 0.3 0.0 0.096
C -0.517 -4.741 3.518 -0.6 -0.8 0.9 -0.355
C -1.024 -6.157 3.670 1.8 0.6 -0.3 -0.038
C -0.025 -4.143 2.415 0.1 0.1 0.0 -0.038
C -0.118 -0.742 1.496 1.3 0.8 -1.0 0.069
C 0.241 0.153 0.520 -0.5 -1.8 1.3 -0.149
H -1.152 4.210 -5.637 0.2 0.1 -0.2 0.076
H 0.626 4.461 -5.472 0.0 0.2 -0.3 0.068
H -0.030 2.826 -5.665 -0.1 0.4 -0.1 0.078
H 0.621 3.269 -3.337 -1.0 0.3 0.0 0.120
H -0.555 4.620 -3.265 0.2 0.4 0.3 0.108
H -1.478 1.829 -4.013 0.2 -0.1 -0.2 0.112
H -2.482 3.202 -3.741 0.1 0.2 0.2 0.120
H -3.161 3.756 -1.491 -0.1 0.1 -0.4 0.106
H -3.212 3.335 0.885 0.3 -0.4 -0.2 0.110
H -1.721 1.706 1.877 0.6 -0.2 -0.3 0.113
H 0.455 0.977 -3.221 -0.2 -0.1 -0.1 0.104
H -0.167 -0.457 -2.353 -0.1 -0.2 -0.2 0.128
H 1.944 1.560 -1.513 0.2 -0.4 -0.1 0.138
H 2.297 -0.104 -2.061 -0.1 0.2 0.4 0.135
H 3.858 -0.472 2.366 0.7 0.0 -0.3 0.115
H 2.568 0.652 2.655 0.0 0.3 -0.2 0.124
H 2.608 -2.160 3.005 -1.0 1.2 -0.8 0.148
H 1.298 -2.280 1.053 -0.7 -0.3 -0.3 0.152
H 0.052 -1.811 4.670 0.0 0.0 -0.1 0.122
H -1.101 -6.622 2.707 -0.1 -0.2 -0.6 0.061
H -0.330 -6.779 4.248 -0.2 0.2 0.1 0.079
H -1.971 -6.151 4.126 -1.2 -0.1 0.7 0.053
H 0.112 -4.612 1.461 0.2 0.4 -0.4 0.120
H -1.122 -0.815 1.886 0.0 0.4 0.1 0.118
```
Forces are in eV/Å.

Results
electronic energy = -1070.77140 hartree
net charge = 0
LUMO level = 0.44 eV
relative energy (zero: lowest compared OMol25 entry of this formula, charge and spin) = 199.86 kJ/mol
gap between HOMO and LUMO = 8.890 eV